# 1
Entry from OMol25: a structure of composition C32H30LiN6OTe (ωB97M-V with the def2-TZVPD basis set).

Computed properties:
2S+1: 1
ΔE to the lowest compared entry with this formula, charge and spin: 31.6 kcal per mole
Total charge: -1
Energy: -52161.417 eV
Orbital gap: 4.2018 eV
LUMO energy: 1.98 eV
Highest occupied orbital energy: -2.22 eV

Atoms and positions in Å:
Te 0.95212 -2.28537 1.26572
O -0.15524 3.26368 0.53226
N -0.54266 2.04129 -1.35294
N -0.42424 -1.41555 -1.26631
N 0.57923 0.75675 1.77405
N -1.59798 -0.34469 0.80088
N -0.93239 0.89619 -3.29946
N -1.26490 4.30048 -1.12817
C 1.66310 1.38725 2.15862
C 3.03417 -7.58719 4.37799
C -0.56191 0.90809 2.48792
C -2.41345 -1.07548 0.03336
C -2.89311 0.34099 2.81420
C -2.50060 -2.33271 -2.12842
C 2.67583 -3.95742 3.28440
C 1.15920 -5.29531 1.97834
C -1.08627 2.02464 -2.56321
C 0.08832 -5.43605 0.93338
C -1.80205 -2.80048 -3.26269
C -2.89983 1.10285 3.98816
C 1.69794 -4.02515 2.27281
C -4.46500 -2.14491 -0.76343
C -3.76613 -1.41300 0.19762
C 3.09202 -5.10986 3.94262
C -0.61861 3.16131 -0.58528
C 0.20106 -1.91897 -2.31788
C -3.87501 -2.57373 -1.92854
C 2.56555 -6.35784 3.64294
C -1.30617 5.49357 -0.30724
C -1.79519 1.79712 4.40693
C -0.60037 1.70420 3.66062
C 3.29613 -2.65077 3.70949
C -1.79322 4.28245 -2.37017
C -1.76153 0.25069 1.99817
C -1.76205 -1.61387 -1.14938
C -0.44293 -2.61764 -3.34024
C 1.59392 -6.42893 2.65502
C 0.57541 2.39346 4.01993
C 1.71057 2.23044 3.27276
C -1.72974 3.15705 -3.12263
Li -0.07502 0.40768 -0.08185
H -0.31215 5.69977 0.08567
H -2.34615 -3.30492 -4.05295
H 2.51204 -8.47632 4.02300
H -1.65886 0.70082 -3.96881
H -2.13616 3.12994 -4.12140
H -2.25745 5.19627 -2.71248
H -0.22902 -6.47747 0.82865
H -3.80778 -0.15765 2.54022
H -1.97392 5.35809 0.54423
H 2.85531 -7.49318 5.45196
H -5.51261 -2.36474 -0.58887
H -1.82478 2.41081 5.29959
H 4.10681 -7.74230 4.23727
H -3.81694 1.15860 4.56502
H 2.87442 -1.82595 3.13912
H 1.27639 -1.78080 -2.33288
H 0.44409 -5.07491 -0.03355
H 2.54607 1.22351 1.54961
H 0.56170 3.05314 4.88032
H 3.10929 -2.46528 4.77084
H -1.64720 6.33236 -0.91125
H 3.84701 -5.02657 4.72131
H 1.15644 -7.39309 2.40908
H 2.62416 2.75798 3.51406
H -4.30767 -1.09082 1.07083
H 0.12494 -3.00886 -4.17477
H -4.43886 -3.12216 -2.67365
H -0.77876 -4.82763 1.19687
H -0.61214 0.09704 -2.76275
H 4.37881 -2.66556 3.55466

Atoms 1-2, force components in eV/Å:
0.514 -0.968 0.469
-0.043 0.012 -0.115



# 2
Entry from OMol25: a structure of composition C32H30N2O2 (ωB97M-V with the def2-TZVPD basis set).

Computed properties:
2S+1: 1
ΔE to the lowest compared entry with this formula, charge and spin: 3.8 kcal per mole
Energy: -40742.435 eV
Orbital gap: 5.6054 eV
LUMO energy: -0.99 eV
Highest occupied orbital energy: -6.60 eV

Atoms and positions in Å:
O -1.45622 -1.86055 3.16131
O -0.66216 0.23155 2.78938
N -0.58673 -2.45337 0.60875
N -1.63068 5.61802 -0.55045
C 1.99386 -1.77182 -3.00380
C -0.42741 -4.57666 -0.50548
C -2.68657 6.03833 0.34785
C -1.42711 1.94511 -0.60125
C -0.94136 -1.03932 2.40391
C 0.51458 -0.28421 -1.72865
C 1.00510 -1.84704 -3.99041
C -0.43180 -0.30190 -2.74776
C 1.84770 0.09991 0.18520
C -0.91342 0.32015 4.20953
C -0.05476 1.74329 -0.36524
C 0.46484 0.35062 -0.36876
C 0.79621 2.85425 -0.21900
C -1.90654 -6.43117 0.04814
C 2.44345 0.52745 1.36507
C 0.28535 4.13824 -0.33000
C -0.17080 -1.08608 -3.88159
C -0.57835 1.70971 4.67668
C -1.19952 -7.25720 -0.84668
C -1.10386 4.34204 -0.49881
C 3.79886 -1.29345 -0.35560
C 1.75548 -0.94825 -1.90339
C -1.00469 6.66663 -1.32763
C 0.27555 -5.41497 -1.40738
C -0.03042 -3.21881 -0.28703
C -0.10472 -6.74354 -1.56667
C -1.96298 3.21846 -0.59341
C 3.70091 -0.00342 1.70710
C -0.56896 -1.25401 1.00021
C 4.35233 -0.92659 0.87659
C 2.56827 -0.72783 -0.70394
C -1.51973 -5.10041 0.21750
H -0.90358 -1.09749 -4.69168
H 0.82357 -2.80851 -0.83630
H -2.75332 -6.82685 0.60701
H 4.25112 -2.03616 -1.01273
H -0.46856 6.22603 -2.17600
H -0.50535 -0.30767 0.30915
H -1.22836 2.46109 4.21173
H 0.94696 5.00455 -0.24417
H -2.07956 1.08449 -0.80593
H -1.33385 0.30106 -2.66899
H -1.97157 0.08265 4.38221
H -3.43998 6.59806 -0.21916
H 1.11865 -4.98829 -1.95562
H -0.74080 1.74078 5.75969
H -0.27762 -0.42013 4.71568
H 1.94530 1.25988 1.99722
H -0.30043 7.26560 -0.73284
H -2.29185 6.70138 1.13716
H 1.86932 2.70811 -0.06348
H -1.78330 7.33739 -1.71046
H -2.04435 -4.44978 0.91608
H 0.46760 1.97668 4.47435
H -3.16031 5.17524 0.82798
H 0.44556 -7.38836 -2.25324
H 5.29090 -1.38218 1.20328
H -3.03632 3.37526 -0.74742
H -1.49977 -8.29069 -0.98813
H 1.14724 -2.51197 -4.84582
H 2.91213 -2.36376 -3.04940
H 4.16680 0.31044 2.64555

Atoms 1-2, force components in eV/Å:
0.744 0.993 -1.677
-0.231 -0.782 0.564



# 3
Entry from OMol25: a structure of composition C32H30N2S4SrTe (ωB97M-V with the def2-TZVPD basis set).

Computed properties:
2S+1: 1
ΔE to the lowest compared entry with this formula, charge and spin: 0.0 kcal per mole
Total charge: -2
Energy: -88123.278 eV
Orbital gap: 4.9068 eV
LUMO energy: 3.81 eV
Highest occupied orbital energy: -1.09 eV

Atoms and positions in Å:
Te -0.18371 3.67920 -0.71899
Sr 0.31182 -0.63497 -0.41733
S 3.30899 0.49223 -3.07634
S 3.08530 0.90766 -1.05580
S 2.60453 -1.41266 -3.35168
S 0.53342 -1.31273 -3.28759
N -2.34909 -1.87693 1.35419
N 1.64553 0.19097 2.27908
C 2.01819 4.92031 -4.12613
C 2.63481 7.15018 -3.47402
C -4.73389 -1.83480 1.42545
C -3.57235 -3.34771 2.87052
C 1.64127 5.65345 -1.86285
C 2.11927 1.56226 2.29821
C -1.15112 -3.44143 2.70597
C 2.18020 6.89229 -2.18851
C -2.37976 -2.86561 2.29693
C -2.26270 1.04637 -1.68723
C -2.32392 -4.88290 4.25004
C 1.16494 5.32353 -0.46796
C -3.43938 -0.27866 -0.11892
C 2.55793 6.15819 -4.44195
C 2.97752 -3.18218 2.82925
C 0.96253 3.32547 -2.47501
C 1.54331 4.66159 -2.84458
C -3.43893 1.64988 -2.11551
C -4.63771 1.29427 -1.51344
C -1.12602 -4.42179 3.65586
C 0.72279 -0.03494 3.37254
C 2.06432 -4.83556 1.36271
C -3.52254 -4.35829 3.85944
C 1.63538 -2.44448 0.89742
C 2.77089 -0.74063 2.35367
C 2.42759 -2.18060 2.03109
C -2.19555 0.08278 -0.66994
C -4.63688 0.32746 -0.52049
C -3.47671 -1.35685 0.92579
C 1.50197 -3.81333 0.60040
C -4.77725 -2.79220 2.38228
C 2.79405 -4.52070 2.50117
H 0.92176 -4.11037 -0.27295
H 1.73895 2.60066 -2.21093
H 3.51212 -0.40161 1.62644
H 1.99579 5.00433 0.16223
H 2.65459 1.79197 3.23938
H 0.34522 2.89250 -3.25938
H 3.23172 -0.67781 3.36048
H -0.12930 0.64291 3.29250
H -5.58811 0.06832 -0.07176
H -4.45235 -4.71184 4.29307
H 3.21856 -5.30227 3.12356
H -5.72682 -3.15469 2.76420
H -3.42403 2.39582 -2.90424
H 1.20915 0.12829 4.35353
H -0.24369 -3.10921 2.22121
H 3.04560 8.12204 -3.71953
H -2.28782 -5.65940 5.00456
H -0.17593 -4.85617 3.93857
H 0.66990 6.17027 0.00474
H 1.96394 4.13691 -4.87113
H 2.91682 6.34902 -5.44590
H 0.35268 -1.05687 3.34349
H 2.78993 1.73645 1.45932
H 1.27384 2.24691 2.20592
H -5.56966 1.75782 -1.81838
H 3.55539 -2.91961 3.71305
H 1.92684 -5.87516 1.07831
H -5.65472 -1.44115 1.02603
H 2.24419 7.66158 -1.42674
H -1.34521 1.33799 -2.20270

Atoms 1-2, force components in eV/Å:
-0.310 -0.020 0.177
0.785 0.279 -0.072



# 4
Entry from OMol25: a structure of composition C32H30NO4PReS (ωB97M-V with the def2-TZVPD basis set).

Computed properties:
2S+1: 4
Total charge: +2
Expectation value of S²: 3.80
Energy: -65590.483 eV
Orbital gap (alpha / beta): 6.6074 / 5.8605 eV
LUMO energy (alpha / beta): -6.75 / -7.69 eV
Highest occupied orbital energy (alpha / beta): -13.36 / -13.55 eV

Atoms and positions in Å:
Re -0.66998 -0.32196 0.18627
S -2.39763 1.64727 0.41818
P -0.56882 -0.02573 2.59662
O -2.75087 0.27035 -0.01752
O -3.00265 2.68441 -0.32705
O -1.13990 -1.43609 -1.41294
O -0.86226 1.66085 0.36111
N -2.43821 -0.57118 -3.04546
C -2.07265 -2.05803 3.77699
C 2.28061 -3.64315 0.44857
C -2.24607 1.21728 4.42111
C -1.42477 0.44217 -3.34861
C -0.14612 -3.72050 0.47319
C -1.15400 -4.20421 4.35199
C 1.03789 -2.95418 0.42465
C 0.88582 0.79764 3.29628
C 0.11458 -3.76736 3.99058
C -3.68349 -0.51945 -3.81966
C 1.12107 -5.76604 0.40948
C -3.23085 -2.52067 -1.78908
C 1.38881 1.95043 2.68747
C 1.03115 -1.51873 0.39388
C -2.24151 -3.34839 4.25583
C 3.46976 -1.52896 0.54534
C -2.73411 1.77084 2.14709
C -1.96900 1.04947 3.06704
C 2.29232 -5.05470 0.42449
C 0.29466 -2.48234 3.51142
C 3.02876 2.14866 4.43189
C 3.48491 -2.90342 0.51577
C 2.45598 2.62219 3.25811
C -0.10839 -5.09245 0.45888
C -4.02331 2.75943 3.89677
C 2.52603 1.00777 5.03898
C 1.45576 0.32780 4.47834
C 2.25570 -0.84675 0.48742
C -3.26763 2.06400 4.82902
C -0.80201 -1.62154 3.40031
C -2.24874 -1.43977 -2.08781
C -3.75389 2.61950 2.54342
H -3.64769 0.33521 -4.48662
H 1.13930 -6.84688 0.37595
H 1.28565 -2.13675 3.24186
H -3.54561 -2.43503 -0.74770
H -1.09593 -3.20527 0.55835
H -1.42617 0.63254 -4.41793
H -2.92555 -1.39464 3.71219
H 2.27467 0.23921 0.49532
H 0.96554 -4.42981 4.07997
H -2.71011 -3.47305 -1.90254
H -1.02695 -5.66421 0.49073
H -1.65550 1.37811 -2.83266
H 3.86777 2.67036 4.87208
H -4.81265 3.42730 4.21265
H -1.64911 0.69113 5.15618
H -4.54419 -0.39525 -3.16476
H 3.24282 -5.57357 0.41649
H 2.84012 3.51746 2.78803
H 4.39771 -0.97660 0.60875
H 2.96713 0.64236 5.95670
H -4.30839 3.16700 1.79222
H -3.80867 -1.41814 -4.42142
H -0.43872 0.09132 -3.05900
H -3.46626 2.19407 5.88446
H 0.94670 2.32753 1.77690
H -4.10725 -2.50866 -2.42562
H -3.22533 -3.68084 4.55858
H 4.42528 -3.43909 0.56107
H -1.29375 -5.21326 4.71639
H 1.06882 -0.55781 4.96580

Atoms 1-2, force components in eV/Å:
1.523 -2.137 0.027
-1.567 1.785 0.741



# 5
Entry from OMol25: a structure of composition C32H31BMoN7O7S (ωB97M-V with the def2-TZVPD basis set).

Computed properties:
2S+1: 3
ΔE to the lowest compared entry with this formula, charge and spin: 34.5 kcal per mole
Total charge: -1
Expectation value of S²: 2.04
Energy: -71823.270 eV
Orbital gap (alpha / beta): 7.4655 / 7.6639 eV
LUMO energy (alpha / beta): 2.21 / 2.03 eV
Highest occupied orbital energy (alpha / beta): -5.26 / -5.64 eV

Atoms and positions in Å:
Mo 0.48370 -0.85719 0.25795
S -2.53899 0.39836 -0.66807
O 2.34337 1.71600 1.87345
O -2.85667 -0.76065 0.12024
O -0.59930 -2.04440 1.68814
O -3.23525 0.58009 -1.91790
O 1.19534 3.40785 0.90012
O -2.24590 -2.13255 3.20791
O -2.31656 2.75322 4.72869
N -0.93389 0.42711 -0.85804
N 1.66324 0.70673 -0.64917
N -0.28061 0.49128 1.93476
N 2.74991 -2.74973 -1.20643
N 1.80959 -1.80025 -1.32182
N 2.05963 -1.65161 1.54319
N 2.85212 -2.73557 1.38298
C 1.32644 2.37389 1.57337
C -2.83133 4.06465 1.11968
C -0.97335 2.29959 -2.54926
C -2.99502 1.80037 0.34996
C 3.40107 -3.05440 2.55461
C 2.95915 0.79562 -0.44525
C -0.55434 -2.61219 -0.68785
C 3.16999 2.62766 -1.94665
C -1.24693 -0.05140 2.68762
C -4.16880 1.63375 1.08228
C 1.10601 3.43973 -3.06289
C -1.95723 0.63968 3.63673
C -1.51878 -4.35525 -2.12334
C 3.30781 -2.97136 -2.40334
C -0.63845 2.55035 3.08560
C -0.77381 -3.01222 -2.14433
C 0.05167 1.77498 2.17025
C -2.31453 3.00959 0.37856
C 1.78080 2.56698 -2.18031
C -1.56970 -2.01584 -2.97697
C -1.43120 -1.54045 2.52407
C 1.04849 1.58691 -1.49286
C 3.75786 1.75217 -1.08352
C 2.72407 -2.13486 -3.33554
C -1.66151 1.98292 3.82438
C -0.36052 1.44200 -1.66046
C 2.14150 -1.29395 2.83049
C -4.67445 2.69299 1.81706
C -0.23769 3.29123 -3.23297
C -4.01090 3.91368 1.82979
C 1.79110 -1.41611 -2.59833
C 2.97931 -2.15646 3.51852
B 3.24351 -3.49344 0.07557
H 2.80334 -4.62324 0.10291
H 2.93516 -2.05943 -4.38696
H 1.66389 4.20633 -3.58528
H -2.28540 4.99832 1.15720
H 1.10176 -0.65748 -2.93043
H -2.51930 -4.23114 -1.70195
H -3.00002 2.22064 5.15076
H -1.07246 -1.05010 -3.07786
H 1.61838 -0.42452 3.18401
H -1.62373 -4.75407 -3.13668
H -0.77043 3.94755 -3.90972
H 0.18296 -3.19584 -2.63854
H -5.58594 2.56221 2.38737
H -2.71319 0.10310 4.19639
H -2.03287 2.22255 -2.72901
H -0.99074 -5.09355 -1.51750
H 4.45542 -3.49401 0.01425
H 3.24383 -2.12776 4.56002
H 0.04401 -3.39163 -0.20464
H -2.54427 -1.82464 -2.52226
H 3.38720 0.08896 0.25157
H -4.40413 4.74005 2.40833
H 4.08999 -3.70446 -2.49947
H -1.37038 3.13823 -0.12930
H 3.75659 3.38263 -2.45665
H 4.07112 -3.89533 2.61811
H -1.73925 -2.41208 -3.98222
H -0.35945 3.58670 3.20891
H 4.81717 1.77732 -0.87502
H -4.66346 0.67190 1.07624
H -1.51576 -2.58676 -0.18329

Atoms 1-2, force components in eV/Å:
-0.539 -1.334 -0.105
0.223 0.079 0.129



# 6
Entry from OMol25: the ion C32H31BrF5N2O2S with charge +1 (ωB97M-V with the def2-TZVPD basis set).

Computed properties:
2S+1: 1
ΔE to the lowest compared entry with this formula, charge and spin: 9.4 kcal per mole
Total charge: +1
Energy: -135218.789 eV
Orbital gap: 7.0660 eV
LUMO energy: -3.60 eV
Highest occupied orbital energy: -10.66 eV

Atoms and positions in Å:
Br -4.43557 3.07759 1.25166
S 3.62800 3.48893 -0.39803
F -2.67467 -3.06407 -5.03855
F -5.65292 0.82555 -2.66434
F -6.83538 -0.90151 -4.43337
F -3.01630 0.55181 -2.01111
F -5.34335 -2.86519 -5.59398
O -1.79743 0.04533 -6.15699
O 1.42723 3.60609 -2.01925
N 0.52449 -0.07205 -5.95522
N 0.75278 0.17471 -3.72902
C 4.72740 -0.31794 0.92874
C -1.28076 -1.23356 -3.35387
C 4.35373 0.05272 -0.38741
C 2.73469 4.90896 0.29275
C -3.58727 -0.32640 -2.88330
C -2.68241 2.99611 0.61351
C -3.42316 -2.14161 -4.38774
C 6.03967 -0.72848 1.22667
C -0.66716 0.03032 -3.97695
C -0.76567 0.00012 -5.49413
C 4.84687 3.28269 0.87500
C 2.62872 0.88990 -5.16209
C 2.93252 0.44308 -0.71833
C -1.59342 2.87790 1.47559
C 0.79668 -0.24693 -7.37192
C 7.02931 -0.75341 0.21815
C 1.21667 0.31553 -2.47305
C -0.09099 2.85084 -0.41792
C 1.30179 2.91856 -0.97755
C -2.47866 3.14287 -0.76676
C 2.11836 -1.58126 -4.84518
C -1.19368 3.04505 -1.28716
C -4.78450 -2.05006 -4.68748
C -4.94290 -0.19377 -3.18102
C -5.54143 -1.05065 -4.09460
C 1.56018 -0.15464 -4.92036
C -2.78223 -1.26946 -3.51225
C 2.51527 0.21679 -2.08851
C 5.37990 0.08285 -1.33501
C 6.69929 -0.32613 -1.08085
C -0.28365 2.83120 0.97624
C 2.46330 2.13620 -0.30041
H 5.61175 2.58773 0.45294
H 2.19047 1.88863 -5.12771
H 4.00149 -0.31522 1.73832
H 4.38406 2.91853 1.80590
H 2.26505 4.63142 1.23102
H 1.98182 5.29909 -0.37692
H 6.31381 -1.01138 2.25843
H -1.05394 -1.28309 -2.27161
H 2.72893 -1.77060 -5.73783
H 1.28536 -2.29855 -4.81201
H -1.79304 2.82877 2.54143
H 5.28720 4.29971 1.04158
H 0.45160 0.52604 -1.74208
H 0.59070 2.76688 1.64626
H -0.16000 -0.18361 -7.92254
H 1.27774 -1.23059 -7.53354
H 3.25275 0.04913 -2.86475
H -0.83808 -2.13790 -3.81267
H -0.99732 3.20500 -2.35673
H 2.71688 -1.68675 -3.93709
H -1.24839 0.86929 -3.59521
H 3.45089 5.71233 0.49205
H 1.48321 0.55483 -7.69408
H 8.03266 -1.14535 0.42155
H 2.34300 1.93957 0.77790
H 7.42847 -0.32875 -1.90256
H 3.18296 0.70444 -6.08521
H 5.15406 0.43767 -2.33451
H -3.30011 3.30877 -1.44689
H 3.33073 0.87687 -4.34713
H 2.25792 0.05936 0.08724

Atoms 1-2, force components in eV/Å:
-0.116 -0.052 0.218
0.936 0.988 -0.784